Record 1
Formula: C5H10N3
Source: the Open Molecules 2025 dataset
Level of theory: ωB97M-V/def2-TZVPD

The geometry in XYZ format:
```
18
C5H10N3 ωB97M-V/def2-TZVPD
C -0.35542 -1.86900 0.09700
C 0.66205 2.03753 -1.54432
C 1.24750 2.83522 -2.33864
C 0.35426 -2.92096 2.30869
C -0.90885 1.63979 0.40919
N -0.58502 -1.15878 -0.92348
N 0.23846 -2.28947 1.06653
N -0.12833 1.30475 -0.84895
H -0.28108 0.17728 -0.97611
H 0.50708 3.28590 -3.04056
H 2.31713 3.08471 -2.48311
H 1.45090 -2.87601 2.58122
H -0.34257 -2.50036 3.12920
H -0.01109 -4.05496 2.36067
H -0.52058 0.85280 1.14047
H -0.50935 2.66671 0.69574
H -1.87142 1.43149 0.00157
H -1.26366 -1.64663 -1.63511
```

Results
Spin multiplicity: 1
Relative energy (zero: lowest compared OMol25 entry of this formula, charge and spin), eV: 4.482
Calculated total energy, Eh: -360.41039
Charge: +1
Highest occupied orbital energy, eV: -13.69
F_max, hartree/bohr: 0.0886


Record 2
Formula: C5H10N3
Source: the Open Molecules 2025 dataset
Level of theory: ωB97M-V/def2-TZVPD

The geometry in XYZ format:
```
18
C5H10N3 ωB97M-V/def2-TZVPD
C 2.60303 1.77242 0.26665
N 1.47191 0.91712 0.23448
C 1.13874 -0.07567 1.03063
C -0.23869 -0.32571 0.23802
N -0.74882 -1.47818 -0.51173
C -1.96313 -1.97711 -0.78247
N -3.12556 -1.79492 -0.13258
C 0.28143 0.94662 -0.56852
H 2.75583 2.06218 1.27966
H 3.45306 1.29088 -0.11676
H 2.35061 2.66700 -0.45775
H 1.61089 -0.41195 1.91377
H -0.90518 -0.04262 1.15431
H -1.94896 -2.68103 -1.69242
H -3.91922 -2.46242 -0.35648
H -3.14608 -1.35362 0.72911
H 0.50440 0.95602 -1.71065
H -0.17424 1.99098 -0.51728
```

Results
Spin multiplicity: 1
Structure (SMILES): C[N+]1=C[C@H](/N=C\N)C1
Relative energy (zero: lowest compared OMol25 entry of this formula, charge and spin), eV: 4.126
Calculated total energy, Eh: -360.42348
Charge: +1
Highest occupied orbital energy, eV: -12.59
F_max, hartree/bohr: 0.0842


Record 3
Formula: C5H10N3O
Source: the Open Molecules 2025 dataset
Level of theory: ωB97M-V/def2-TZVPD

The geometry in XYZ format:
```
19
C5H10N3O ωB97M-V/def2-TZVPD
C -0.34413 1.14423 1.59083
C 0.44799 -0.14390 1.92023
C 1.47393 -0.21069 0.80542
C -2.14111 -0.62542 -1.48041
C 0.18611 -0.04565 -1.59794
N -0.88098 -0.85453 -1.27075
N 0.17375 1.68391 0.42464
N 0.96210 0.82490 -0.16061
O -1.24749 1.59874 2.22475
H 0.89713 -0.02195 2.90491
H -0.22918 -0.99539 1.96839
H 2.45456 0.12456 1.15012
H 1.58710 -1.18466 0.33389
H -2.45120 0.26806 -2.00045
H -2.89104 -1.30593 -1.11522
H 1.05255 -0.59845 -1.94114
H -0.08914 0.79267 -2.23004
H -0.64285 -1.72533 -0.79298
H 1.68190 1.27484 -0.73364
```

Results
Spin multiplicity: 1
Relative energy (zero: lowest compared OMol25 entry of this formula, charge and spin), eV: 4.234
Calculated total energy, Eh: -435.64650
Charge: +1
Highest occupied orbital energy (spin up / spin down), eV: -12.63 / -12.63
F_max, hartree/bohr: 0.0384


What did the second record say?
Formula: C5H10N3
Source: the Open Molecules 2025 dataset
Level of theory: ωB97M-V/def2-TZVPD

The geometry in XYZ format:
```
18
C5H10N3 ωB97M-V/def2-TZVPD
C 2.60303 1.77242 0.26665
N 1.47191 0.91712 0.23448
C 1.13874 -0.07567 1.03063
C -0.23869 -0.32571 0.23802
N -0.74882 -1.47818 -0.51173
C -1.96313 -1.97711 -0.78247
N -3.12556 -1.79492 -0.13258
C 0.28143 0.94662 -0.56852
H 2.75583 2.06218 1.27966
H 3.45306 1.29088 -0.11676
H 2.35061 2.66700 -0.45775
H 1.61089 -0.41195 1.91377
H -0.90518 -0.04262 1.15431
H -1.94896 -2.68103 -1.69242
H -3.91922 -2.46242 -0.35648
H -3.14608 -1.35362 0.72911
H 0.50440 0.95602 -1.71065
H -0.17424 1.99098 -0.51728
```

Results
Spin multiplicity: 1
Structure (SMILES): C[N+]1=C[C@H](/N=C\N)C1
Relative energy (zero: lowest compared OMol25 entry of this formula, charge and spin), eV: 4.126
Calculated total energy, Eh: -360.42348
Charge: +1
Highest occupied orbital energy, eV: -12.59
F_max, hartree/bohr: 0.0842